ORCA calculation (ωB97M-V with the def2-TZVPD basis set) on a 28-piece molecular cluster, C37H70Cl54FNO5 overall in a non-equilibrium geometry.

Structure (XYZ):
```
168
Properties=species:S:1:pos:R:3:forces:R:3:mulliken_charge:R:1
H -1.369 1.389 1.895 -1.727 -0.090 0.378 0.28
Cl 5.831 7.605 0.215 -0.015 0.052 0.031 -0.03
Cl 0.680 -8.183 -2.657 0.140 -0.359 0.190 -0.12
C 3.283 -3.711 6.093 0.506 0.099 -0.240 -0.03
Cl 10.678 4.634 -1.697 0.041 -0.046 0.059 -0.11
Cl -8.408 -1.550 -3.986 -0.054 -0.098 0.077 -0.17
C -2.313 -0.983 2.192 0.076 -0.543 -0.305 -0.40
C 4.314 -5.246 9.392 -0.288 -0.098 0.329 -0.24
H -10.123 0.056 -3.750 0.333 -0.050 -0.018 0.34
Cl -0.803 1.422 -10.990 0.025 -0.099 0.053 -0.15
H 14.079 1.341 -1.605 -0.180 0.211 -0.190 0.32
Cl 0.861 -4.210 -2.624 0.031 -0.090 0.093 -0.08
H 0.348 -6.015 -4.057 -0.201 0.431 0.108 0.36
H 13.421 9.466 1.170 -0.146 -0.272 0.130 0.32
Cl 0.524 0.048 -1.051 -0.129 0.068 -0.077 -0.02
Cl -7.372 -3.408 -8.474 -0.185 -0.062 -0.036 -0.21
F -7.247 -1.776 1.708 3.161 1.376 -2.579 -0.30
Cl 6.296 2.941 4.401 0.091 -0.123 0.144 -0.18
Cl -0.081 -0.717 5.565 0.094 0.047 0.054 -0.08
C -8.286 0.561 4.507 -0.112 0.380 -0.020 -0.48
H -2.667 -0.607 -0.274 -1.631 1.812 0.658 0.29
H 4.436 -5.779 10.338 0.103 0.135 -0.297 0.33
Cl 0.244 4.590 -0.003 -0.034 -0.117 0.074 -0.14
Cl 3.632 9.518 0.196 0.043 0.262 -0.098 -0.16
H -2.360 -7.640 -8.421 -0.160 -0.141 -0.252 0.14
C -3.988 -4.175 -9.732 -0.442 -0.102 -0.129 0.23
H -1.156 -0.778 1.984 -2.457 -0.303 0.514 0.23
Cl 8.785 6.847 -1.572 0.021 0.006 -0.005 -0.16
Cl 5.367 -3.825 9.392 -0.066 0.049 0.051 -0.14
Cl 11.954 9.033 2.969 0.240 0.090 -0.086 -0.11
C -3.160 0.361 1.742 2.066 -0.420 -0.193 0.56
C -1.902 0.365 -11.884 -0.033 -0.357 0.082 0.13
O -5.058 -2.255 0.790 -7.205 6.664 1.042 -0.36
O -4.849 2.060 -0.727 -0.385 -0.132 -3.541 -0.39
H -7.955 -2.253 -6.498 0.271 -0.058 -0.272 0.03
Cl 3.192 3.070 3.131 -0.057 -0.044 0.117 -0.12
Cl 14.034 3.295 1.704 0.123 0.028 0.013 -0.16
O -5.174 3.594 -2.648 2.474 -8.238 3.359 -0.59
H -6.251 0.991 1.094 0.374 -2.175 -1.528 0.34
H -1.433 -1.995 7.019 0.032 0.063 -0.317 0.32
C -3.228 0.359 0.108 0.410 0.289 -0.153 -0.58
C -4.710 0.596 -0.542 -0.452 -0.698 -1.582 1.18
H 7.178 5.113 4.686 0.079 -0.803 -0.376 0.16
C 1.261 5.323 1.244 0.056 -0.206 0.253 0.09
H -4.101 -5.080 -10.334 0.200 0.308 0.211 0.11
H 4.196 -3.874 6.672 -0.291 -0.040 -0.077 0.12
H -3.460 -4.460 -2.616 0.723 1.959 1.109 0.37
C 13.275 8.634 1.863 0.295 0.429 0.052 -0.37
H 12.650 5.179 1.372 -0.070 -1.060 0.434 -0.38
H 3.245 0.868 3.983 -0.153 0.202 -0.211 0.29
C -8.780 -6.804 7.138 -0.070 -0.302 0.247 -0.32
Cl 1.998 6.822 0.665 -0.006 -0.059 0.164 -0.11
H 4.492 8.269 -1.614 0.033 0.059 0.332 0.34
Cl -1.384 -8.319 -4.710 -0.082 -0.065 -0.053 -0.10
H 5.656 10.116 2.352 0.128 0.195 0.182 -0.08
Cl -1.834 -2.949 4.897 0.136 -0.360 0.331 -0.17
Cl 5.188 -4.622 2.288 -0.019 -0.099 -0.014 -0.10
Cl -5.001 -2.084 6.536 -0.095 0.178 0.040 -0.15
H 6.353 4.919 3.113 0.162 -0.229 0.148 0.15
Cl -5.754 -1.525 -6.946 -0.157 -0.016 0.090 -0.06
Cl 14.026 3.543 -2.457 0.047 0.027 0.102 -0.14
H -8.959 1.033 3.787 0.192 -0.244 0.131 0.26
Cl -3.305 -4.610 -8.160 -0.061 -0.052 0.010 -0.05
Cl 4.718 -6.337 8.061 -0.052 -0.077 0.061 -0.11
H 6.740 -6.291 2.909 -0.095 0.319 0.079 0.31
Cl 1.439 0.838 2.463 0.052 -0.084 0.013 -0.05
H -4.965 -3.710 -9.579 0.385 -0.005 0.063 -0.09
C 9.207 5.253 -0.936 -0.191 -0.220 0.308 -0.08
H -9.186 0.283 -5.254 0.161 -0.051 0.270 0.23
Cl -2.938 -3.040 -10.589 0.010 0.051 -0.114 -0.18
C -5.981 -3.321 5.739 -0.291 0.008 -0.255 0.22
C 7.026 4.448 3.833 -0.044 -0.147 0.074 -0.15
H -7.877 -1.169 -7.917 0.277 -0.263 0.029 0.07
H 8.221 8.975 3.957 0.063 -0.498 0.161 0.22
Cl 1.963 -3.313 7.199 0.643 -0.097 0.390 -0.21
H -5.178 -2.939 -2.800 1.286 0.729 0.489 0.29
H -5.687 2.584 -7.439 -0.042 -0.242 -0.225 0.26
H -1.090 -9.735 -2.844 0.146 0.260 -0.164 0.28
H 1.384 -1.202 -2.861 0.033 0.040 0.318 0.21
Cl 2.723 -1.866 -1.032 0.067 0.033 -0.067 -0.13
C 6.154 -5.543 3.448 -0.037 -0.396 0.000 -0.20
H 0.167 -9.988 -4.089 -0.109 0.310 0.089 0.28
H 9.369 5.331 0.142 0.041 0.038 -0.277 0.04
H 0.645 5.544 2.119 0.099 0.010 -0.307 0.29
Cl 9.605 7.091 4.290 -0.053 0.073 0.207 -0.11
H -5.792 3.051 -9.161 -0.046 -0.339 0.090 0.31
H -8.617 -6.726 8.216 0.042 0.078 -0.329 0.27
Cl -4.408 1.167 -8.828 0.055 0.174 -0.018 -0.10
Cl -2.867 1.286 -13.044 -0.052 -0.100 -0.025 -0.16
H 3.430 -2.879 5.400 -0.194 -0.231 0.144 0.25
C -6.064 0.154 0.266 -0.676 0.285 0.848 -0.52
Cl -7.309 -7.423 6.378 -0.272 -0.323 0.132 -0.14
C -6.035 -1.353 0.911 4.502 -4.970 -0.092 0.31
O -4.399 1.222 -2.948 -2.310 2.701 3.709 -0.39
H -6.042 -0.060 -2.479 2.328 0.230 1.375 -0.47
H -8.133 1.226 5.360 0.037 -0.298 -0.180 0.33
C -12.263 -2.800 4.317 0.188 0.191 -0.228 0.00
Cl 2.919 -5.173 5.168 0.002 0.095 -0.008 -0.16
H -2.857 -0.900 -2.468 -2.409 -0.716 -0.102 0.25
Cl -12.830 -2.349 5.929 0.058 0.108 -0.019 -0.15
C 8.227 8.136 4.657 0.355 0.297 -0.023 -0.38
Cl 7.253 -4.486 4.342 0.007 -0.071 0.091 -0.15
H -12.757 -2.167 3.576 0.032 -0.223 0.249 0.31
C -2.495 -8.052 -9.424 0.355 0.225 0.160 -0.10
H 8.385 4.561 -1.136 0.241 0.212 -0.059 0.32
H -4.183 0.494 2.292 2.007 -0.291 -1.131 -0.18
Cl -1.203 -4.346 -4.678 -0.002 -0.070 -0.236 -0.09
N -4.426 -2.523 -2.207 1.389 0.632 -0.359 -0.03
H 3.277 -4.920 9.283 0.310 -0.027 -0.103 0.18
H 14.187 8.471 2.442 -0.309 -0.065 -0.121 0.29
Cl -5.266 -4.926 5.941 0.072 0.232 -0.082 -0.15
C -0.419 -9.240 -3.550 -0.016 -0.434 0.052 -0.29
H -11.181 -2.653 4.266 -0.300 -0.120 0.086 -0.01
H -2.204 -2.977 -2.349 -2.401 -1.174 0.612 0.08
H -3.216 -3.731 -0.864 0.255 0.462 -2.466 0.10
Cl -9.016 -0.946 5.076 -0.073 0.016 0.078 -0.10
H 5.483 -6.038 4.155 0.123 0.274 -0.153 0.15
H -2.573 -1.942 1.535 0.277 2.155 1.403 0.20
Cl 12.272 1.311 -3.125 -0.017 -0.074 0.062 -0.15
H 5.612 9.560 -1.091 -0.161 -0.186 0.218 0.34
Cl 6.818 12.155 2.097 -0.065 -0.030 -0.077 -0.16
C -5.786 2.212 -8.461 0.279 0.362 0.130 -0.31
Cl -9.201 -5.210 6.503 -0.134 0.080 0.046 -0.10
H -6.982 -3.319 6.177 0.338 -0.036 -0.010 0.08
H -2.554 1.274 -0.257 -1.676 -1.894 0.747 0.17
H 12.673 2.265 -1.002 0.091 0.037 -0.287 0.01
H -1.316 -0.383 -12.423 -0.106 0.302 0.082 0.28
C -3.244 -3.465 -2.026 -0.252 -0.620 0.939 -0.53
H -7.020 0.213 -0.441 2.154 -0.239 1.398 0.26
H -1.743 -7.636 -10.099 -0.268 -0.173 0.099 0.28
Cl 6.451 10.585 4.526 -0.384 0.495 0.134 -0.15
C 13.289 2.044 -1.878 0.028 -0.171 0.375 -0.05
Cl -12.631 -4.493 3.964 0.045 0.023 -0.098 -0.15
H -4.103 -1.156 -3.860 0.247 0.589 2.380 0.18
Cl -6.729 0.259 3.727 0.056 0.306 0.351 -0.04
C 2.455 1.571 3.710 -0.067 -0.171 0.348 -0.39
C -0.238 -5.267 -3.518 -0.054 -0.233 -0.069 -0.51
H 8.325 8.508 5.679 -0.063 -0.192 -0.241 0.38
C -4.919 0.091 -2.110 1.284 -1.192 -1.339 0.81
C 4.928 8.778 -0.751 0.126 0.016 -0.390 -0.48
Cl 12.910 7.172 0.939 0.181 0.967 -0.391 -0.12
H 2.051 4.620 1.517 -0.307 0.271 -0.256 -0.14
C -0.818 -2.216 6.144 -0.239 -0.277 0.323 0.12
Cl -7.310 1.329 -8.608 -0.201 0.156 -0.038 -0.16
H 4.791 11.486 3.107 0.332 -0.064 0.029 0.32
H 1.839 1.792 4.585 0.109 0.029 -0.301 0.27
H 2.503 0.090 -2.338 -0.177 -0.178 0.236 0.32
H -9.602 -7.496 6.938 0.227 0.249 -0.074 0.29
C 1.820 -0.692 -1.998 0.135 0.047 -0.369 -0.36
C -9.122 0.054 -4.188 -0.319 0.179 -0.155 -0.26
Cl 11.131 3.457 1.924 0.432 -0.124 -0.200 -0.17
H -0.027 -2.919 6.417 -0.582 0.388 -0.414 -0.16
C 12.656 4.340 2.071 -0.046 0.095 -0.059 0.34
C 5.768 11.020 2.954 -0.358 -0.118 -0.244 0.09
Cl 8.583 4.145 3.053 -0.547 0.076 0.116 0.00
H -6.045 -3.092 4.673 0.137 -0.046 0.258 0.01
Cl 6.702 7.253 4.510 -0.228 1.037 0.104 -0.13
Cl -2.300 -9.807 -9.356 0.083 0.038 0.025 -0.17
Cl -8.143 1.291 -3.391 -0.138 0.118 -0.097 -0.09
C -4.834 2.395 -2.161 -0.944 3.904 -1.660 0.50
O -2.323 1.533 2.165 -0.236 -1.281 -0.623 -0.54
C -3.992 -1.151 -2.671 -0.574 0.200 -1.437 -0.97
H -0.908 -5.762 -2.811 0.151 0.251 -0.180 0.29
C -7.394 -2.003 -7.402 -0.238 0.214 0.217 0.15
Cl -4.103 -7.613 -10.015 -0.030 -0.101 -0.031 -0.18
H -2.445 -1.286 3.314 0.230 1.015 -2.373 -0.17
H -2.573 -0.130 -11.177 0.123 0.255 -0.158 -0.10
H 12.755 4.712 3.094 -0.037 -0.175 -0.223 0.36
```
Positions in Å, forces in eV/Å.

Output
Max |F| in Eh/bohr: 0.192
Highest occupied orbital energy in eV: -8.6
Frontier orbital gap in eV: 8.78
Energy relative to the best compared isomer or geometry (same formula, charge and spin) in kcal/mol: 96.22
Total energy in a.u.: -26832.65181

---

ORCA calculation (ωB97M-V with the def2-TZVPD basis set) on a single C14H23N4PS molecule in a non-equilibrium geometry.

Structure (XYZ):
```
43
Properties=species:S:1:pos:R:3:forces:R:3:mulliken_charge:R:1
H 1.980 1.178 -0.762 -0.308 -0.815 0.706 0.29
C 0.294 0.753 -3.504 0.372 0.271 -0.694 -0.36
H -0.738 3.857 -1.748 0.769 -1.142 0.190 0.50
H 1.105 2.668 -4.307 -0.671 -0.658 -0.695 0.26
C 0.314 3.290 0.110 1.057 0.611 -0.187 -0.88
C 0.526 -0.203 0.300 -2.290 -0.337 -0.907 0.90
C -2.003 -2.612 3.707 -0.901 0.846 0.872 -0.19
H 1.437 3.242 0.267 -1.350 -0.098 0.046 0.16
C -0.594 0.164 -0.573 1.602 -1.748 2.165 0.24
C 0.052 3.104 -1.444 0.675 0.718 0.295 -0.60
C 0.373 -1.269 1.393 -2.676 -0.809 -0.245 -0.80
C -1.907 -0.573 -0.329 -0.302 -0.198 -0.046 0.56
H -0.168 2.523 0.770 0.286 0.774 -0.722 0.26
H 0.981 3.393 -2.033 -0.963 -0.363 0.776 0.35
H 2.127 1.067 1.057 -0.270 -0.552 -1.122 0.37
H 3.826 -0.151 0.402 -0.144 -0.517 -0.385 0.29
H -2.405 -3.534 4.229 0.722 0.972 -0.587 0.39
H 0.295 1.596 -5.632 0.201 0.414 1.072 0.35
P -0.574 1.405 -1.968 -1.894 -0.057 -0.245 -0.20
H -0.375 -0.047 -3.943 0.785 0.669 0.872 0.31
C 3.078 -1.146 -1.291 0.567 -0.021 -0.227 -0.58
C 1.930 0.463 0.112 -0.346 -0.307 1.492 -0.93
H -1.177 -3.931 2.304 -0.109 0.519 0.055 0.33
H 1.327 0.348 -3.324 -0.933 0.361 -0.407 0.22
H 1.234 -1.572 2.053 -0.920 0.580 -0.982 0.28
N 2.965 -0.602 0.086 -0.618 0.723 -0.524 -0.38
C -0.875 -2.000 1.647 1.385 1.853 -1.689 -0.43
C 0.276 1.959 -4.571 -0.393 -0.128 1.477 -1.03
H 0.027 4.337 0.440 0.106 -1.319 -0.380 0.35
H -0.693 2.513 -4.366 1.020 -0.548 -0.596 0.31
C -1.426 -1.588 4.782 -0.383 -0.975 0.248 -1.07
C -2.055 -1.649 0.759 -0.740 1.135 -1.636 0.49
H 2.083 -1.066 -1.805 0.919 -0.122 0.529 0.07
H -0.514 -2.050 5.263 -0.788 0.767 -0.594 0.26
H 3.377 -2.239 -1.294 -0.214 1.317 0.050 0.29
N -3.055 -0.378 -1.072 1.224 -1.365 1.942 -0.56
H -2.913 -2.096 3.259 1.007 -0.774 0.254 0.21
H 3.836 -0.526 -1.863 -0.834 -0.872 0.228 0.27
H -2.198 -1.461 5.600 0.780 -0.121 -0.925 0.37
N -0.997 -3.002 2.689 -0.121 1.013 -0.361 -0.33
S -4.219 -1.432 -0.490 3.219 0.447 1.139 0.13
N -3.328 -2.167 0.730 1.423 0.938 -0.498 -0.74
H -1.229 -0.568 4.359 0.048 -1.082 0.247 0.25
```
Positions in Å, forces in eV/Å.

Output
Max |F| in Eh/bohr: 0.067
Highest occupied orbital energy in eV: -7.5
Frontier orbital gap in eV: 6.75
Total energy in a.u.: -1505.68726
SMILES string: CCNc1cc(CNC)c(P(CC)CC)c2nsnc12